ORCA calculation (ωB97M-V with the def2-TZVPD basis set) on 2 unconnected molecules or ions with the total composition CH7N2S in a non-equilibrium geometry.

For the HOMO energy, the calculation gives -14.000 eV. Its total energy is -14959.0822 eV. Its total charge is +1. The molar mass comes out at 79.148 g/mol. The HOMO-LUMO gap is 10.002 eV.

Atoms and positions in Å:
C 0.70431 0.07795 0.34932
N 0.00034 -0.97173 0.72156
N 1.96402 0.45812 0.62006
S -2.45977 0.02534 -1.28884
H 0.12936 0.57699 -0.35867
H -0.92054 -1.07289 0.35326
H 0.30080 -1.84557 1.18512
H 2.61187 -0.04639 1.07106
H -3.02902 1.01476 -0.51534
H 2.30859 1.06200 -0.02462
H -1.60996 0.72144 -2.11291

These are the Mulliken partial charges, in e, on atoms 1 to 4: atom 1 (C): 0.56, atom 2 (N): -0.22, atom 3 (N): -0.29, atom 4 (S): -0.44